Record 1
ORCA calculation (ωB97M-V with the def2-TZVPD basis set) on an isolated molecule of C9H9N3 at a distorted geometry.

Values from the calculation:
* HOMO level (spin up / spin down): -9.7 / -9.0 eV
* HOMO-LUMO gap (spin up / spin down): 8.27 / 6.69 eV
* multiplicity: 1
* max |F|: 3.53 eV/Å

Each line ends with the Mulliken charge.
CARTESIAN COORDINATES (ANGSTROEM)
C 2.63 0.61 0.33  0.0359
C 2.69 -1.40 1.57  0.2253
C -0.18 -2.07 1.82  0.1464
C 1.20 -1.29 -0.48  -1.1243
C -0.18 -0.70 -0.23  0.4490
C 2.08 -0.70 0.60  0.6039
C -0.29 -0.76 1.36  0.5962
C -0.49 0.75 -0.90  -1.3954
C -0.76 0.29 2.27  -1.4536
N 3.22 1.56 0.03  -0.4975
N 3.33 -2.05 2.26  -0.4783
N -0.32 -3.15 2.22  -0.5564
H 1.08 -2.39 -0.41  0.4368
H 1.53 -1.15 -1.50  0.4855
H -1.06 -1.41 -0.58  0.3986
H -1.25 0.60 -1.70  0.3495
H 0.40 1.26 -1.13  0.3625
H -1.11 1.33 -0.28  0.3929
H -0.11 0.65 3.04  0.3297
H -1.65 -0.04 2.87  0.3318
H -0.94 1.15 1.69  0.3612

Record 2
ORCA calculation (ωB97M-V with the def2-TZVPD basis set) on an isolated molecule of C3H8N2O2 at a distorted geometry.

Values from the calculation:
* HOMO level: -9.5 eV
* structure (SMILES): CCC/[N+]([O-])=N/O
* HOMO-LUMO gap: 10.41 eV
* multiplicity: 1
* max |F|: 3.42 eV/Å

Each line ends with the Mulliken charge.
CARTESIAN COORDINATES (ANGSTROEM)
C 0.65 2.16 -0.77  -1.1699
C -0.33 1.03 -0.47  -0.3037
C 0.45 -0.19 0.06  -0.4196
N -0.51 -1.52 0.13  0.9122
O -1.34 -1.83 -0.72  -0.6463
N -0.12 -2.14 1.14  -0.5458
O -0.83 -3.35 1.36  -0.3837
H 1.29 2.44 0.20  0.2391
H 1.25 1.81 -1.56  0.3553
H 0.18 3.09 -0.98  0.3748
H -0.89 0.81 -1.38  0.3249
H -1.08 1.42 0.20  0.3150
H 1.30 -0.34 -0.65  0.2426
H 0.73 0.04 1.08  0.3237
H -0.76 -3.43 2.36  0.3815